No. 1
Below is C29H58FN4O8PS3 as an isolated structure at a distorted geometry, with properties calculated with ωB97M-V/def2-TZVPD.

## Properties
- LUMO level (alpha / beta): 2.4 / 2.1 eV
- Frontier orbital gap (alpha / beta): 8.61 / 8.38 eV
- HOMO (alpha / beta): -6.245 / -6.246 eV
- <S²>: 3.762
- Calculated total energy: -97861.3472 eV

The geometry in ORCA input format:
```
! RIJCOSX wB97M-V def2-TZVPD def2/J DEFGRID3
* xyz -1 4
O -4.013 4.242 -2.762
C -4.466 4.082 -1.733
F -5.680 4.639 -1.442
C -3.826 3.360 -0.546
S -2.811 1.922 -0.996
O -2.281 1.998 -2.332
O -3.716 0.791 -0.937
N -1.562 1.590 0.025
S -1.377 2.619 1.266
O -0.269 2.131 2.040
O -1.071 3.984 0.873
P -3.053 2.596 2.673
S -2.480 2.459 4.523
H -4.667 2.982 0.056
H -3.330 4.137 0.055
H -4.003 1.607 2.311
H -3.686 3.861 2.533
C -2.968 -3.540 6.545
C -4.054 -3.163 5.497
C -4.556 -4.419 4.771
C -3.564 -4.979 3.756
C -3.130 -3.891 2.778
C -2.585 -2.646 3.487
N -3.510 -2.148 4.550
O -4.513 -1.559 3.971
C -1.198 -2.982 4.076
C -2.285 -1.561 2.451
C -5.215 -2.616 6.336
H -2.678 -4.591 6.485
H -2.069 -2.935 6.451
H -3.310 -3.362 7.566
H -5.489 -4.190 4.243
H -4.806 -5.194 5.501
H -2.696 -5.407 4.268
H -4.027 -5.802 3.205
H -2.372 -4.291 2.100
H -3.985 -3.618 2.150
H -0.815 -2.147 4.665
H -0.482 -3.171 3.275
H -1.194 -3.876 4.699
H -3.159 -1.296 1.856
H -1.526 -1.900 1.746
H -1.908 -0.655 2.933
H -4.923 -1.704 6.861
H -5.516 -3.353 7.082
H -6.099 -2.395 5.737
C 5.206 4.078 1.852
C 5.609 2.589 1.650
C 6.189 2.376 0.244
C 5.138 2.393 -0.862
C 4.020 1.402 -0.552
C 3.400 1.629 0.832
N 4.434 1.709 1.911
O 4.875 0.508 2.144
C 2.550 2.918 0.786
C 2.375 0.527 1.114
C 6.742 2.364 2.658
H 5.291 4.660 0.932
H 4.192 4.188 2.230
H 5.831 4.569 2.599
H 6.710 1.413 0.205
H 6.947 3.137 0.038
H 4.735 3.402 -0.988
H 5.605 2.130 -1.814
H 3.246 1.474 -1.319
H 4.421 0.384 -0.619
H 2.160 3.165 1.773
H 1.693 2.786 0.126
H 3.093 3.781 0.401
H 2.813 -0.471 1.058
H 1.572 0.560 0.377
H 1.925 0.654 2.099
H 6.384 2.480 3.684
H 7.537 3.094 2.496
H 7.197 1.377 2.568
C 0.449 -0.318 -7.697
C 1.313 -1.009 -6.603
C 0.723 -2.380 -6.241
C -0.545 -2.298 -5.396
C -0.308 -1.436 -4.158
C 0.239 -0.048 -4.504
N 1.429 -0.117 -5.414
O 2.453 -0.508 -4.715
C -0.893 0.785 -5.141
C 0.558 0.706 -3.213
C 2.665 -1.250 -7.285
H -0.469 -0.869 -7.911
H 0.179 0.702 -7.433
H 0.991 -0.222 -8.640
H 1.466 -2.963 -5.685
H 0.516 -2.946 -7.153
H -1.373 -1.900 -5.989
H -0.845 -3.303 -5.088
H -1.241 -1.335 -3.600
H 0.389 -1.957 -3.493
H -0.519 1.752 -5.482
H -1.676 0.979 -4.408
H -1.380 0.286 -5.979
H 1.270 0.172 -2.581
H -0.344 0.842 -2.617
H 0.964 1.697 -3.427
H 3.146 -0.305 -7.547
H 2.523 -1.822 -8.204
H 3.354 -1.821 -6.662
*
```

=====

No. 2
Below is C35H38FN5S3Sn as an isolated structure at a distorted geometry, with properties calculated with ωB97M-V/def2-TZVPD.

## Properties
- LUMO level: -0.7 eV
- Frontier orbital gap: 6.13 eV
- HOMO: -6.857 eV
- Calculated total energy: -85418.7635 eV
- ΔE to the lowest compared entry with this formula, charge and spin: 25.6 kJ/mol

The geometry in ORCA input format:
```
! RIJCOSX wB97M-V def2-TZVPD def2/J DEFGRID3
* xyz 0 1
Sn -0.980 0.304 1.288
N 2.304 3.509 1.031
C 1.621 2.376 1.308
S 0.084 2.552 2.076
N 2.219 1.257 1.003
N 1.475 0.141 1.142
C 2.082 -0.985 1.204
C 3.566 -1.109 1.171
C 4.234 -1.786 2.185
C 5.617 -1.902 2.160
C 6.340 -1.356 1.110
C 5.676 -0.682 0.092
C 4.299 -0.542 0.129
C 1.236 -2.188 1.369
C 1.751 -3.472 1.264
C 0.924 -4.552 1.525
C -0.395 -4.325 1.877
C -0.847 -3.016 1.912
N -0.050 -1.978 1.658
H 1.965 4.378 1.401
H 3.268 3.430 0.752
H 3.672 -2.209 3.010
H 6.128 -2.429 2.956
H 7.418 -1.449 1.088
H 6.238 -0.268 -0.736
H 3.783 0.002 -0.652
H 2.782 -3.618 0.978
H 1.311 -5.560 1.458
H -1.067 -5.138 2.110
H -1.870 -2.777 2.163
C -2.589 1.577 5.416
C -2.693 1.141 3.962
S -1.942 -0.367 3.562
C -3.318 1.891 3.039
C -3.939 3.229 3.368
S -3.372 1.438 1.373
H -1.977 0.874 5.976
H -3.582 1.602 5.871
H -2.146 2.571 5.507
H -4.023 3.402 4.438
H -4.932 3.296 2.923
H -3.335 4.031 2.932
C -0.681 4.111 -0.991
C -1.249 2.770 -1.463
C -2.297 3.042 -2.551
C -0.169 1.821 -1.969
C 0.819 2.329 -2.812
C 1.797 1.518 -3.356
C 1.798 0.161 -3.078
C 0.844 -0.394 -2.234
C 0.809 -1.903 -2.021
C 0.004 -2.562 -3.149
C 2.198 -2.537 -1.950
C -0.143 0.445 -1.666
N -1.099 -0.181 -0.795
C -2.340 -0.525 -1.327
C -2.706 -0.311 -2.661
C -3.939 -0.716 -3.152
C -4.866 -1.338 -2.332
C -4.516 -1.604 -1.015
C -3.278 -1.221 -0.565
F -2.923 -1.547 0.708
H -1.463 4.681 -0.487
H -0.318 4.707 -1.833
H 0.138 3.970 -0.294
H -1.754 2.306 -0.616
H -1.813 3.449 -3.444
H -3.028 3.768 -2.189
H -2.835 2.139 -2.830
H 0.820 3.385 -3.054
H 2.548 1.940 -4.012
H 2.550 -0.473 -3.532
H 0.290 -2.086 -1.081
H 0.470 -2.352 -4.116
H -1.017 -2.185 -3.175
H -0.039 -3.646 -3.010
H 2.673 -2.576 -2.933
H 2.117 -3.562 -1.581
H 2.856 -1.988 -1.278
H -1.984 0.150 -3.323
H -4.178 -0.535 -4.193
H -5.839 -1.627 -2.706
H -5.187 -2.115 -0.336
*
```